# 1
DFT (the ωB97M-V functional and the def2-TZVPD basis) results for a cluster of 13 separate species, C6H35NO13 in total at a distorted geometry.

CARTESIAN COORDINATES (ANGSTROEM)
O1 -3.695375 0.179177 2.793928
O2 3.581484 -0.402123 -1.558633
O3 2.096658 4.367943 -0.389164
O4 1.195629 -2.872752 -2.422954
O5 -1.556998 2.987251 -3.300914
O6 2.704054 1.097476 3.308949
O7 -4.354900 -0.742189 -0.370995
O8 -2.257848 -2.004755 -1.719663
O9 -3.401974 -3.407010 1.254192
O10 2.004575 -0.169689 -3.827409
O11 0.579189 1.163464 -2.168151
O12 0.024013 3.615083 1.830724
O13 2.193987 0.800462 0.625875
N1 -0.481140 0.153058 0.162382
C1 -1.153583 -1.618777 -1.424117
C2 1.706614 -2.077510 2.721571
C3 -1.498799 0.779428 1.041610
C4 0.088740 -2.211901 0.825468
C5 0.661035 -1.579469 2.082457
C6 -0.875868 -1.293255 0.053128
H1 0.714492 1.737830 -2.919506
H2 -0.332595 -3.193897 1.053206
H3 2.228992 -2.910074 2.278166
H4 2.102072 -0.675699 -4.637744
H5 -0.486788 -1.117229 -2.121615
H6 -2.500664 0.848050 0.631905
H7 2.799317 -0.419396 -3.325710
H8 2.326014 0.986524 2.408108
H9 3.590879 1.371039 3.042517
H10 1.079790 -3.820563 -2.366999
H11 -0.540633 0.625598 -0.745065
H12 -4.401811 -1.089899 -1.268584
H13 -0.791542 3.557518 -3.414939
H14 1.662948 -2.466877 -1.690911
H15 -1.493019 0.497576 2.079219
H16 -3.451956 0.358454 3.702486
H17 1.603318 3.878945 -1.057586
H18 2.194329 -1.624770 3.552198
H19 0.670825 4.325696 1.864861
H20 1.881169 1.662693 0.318126
H21 -3.983234 -2.767222 0.830520
H22 -2.734072 -3.559927 0.579268
H23 -1.168287 1.833929 1.013598
H24 0.960032 -2.495226 0.212241
H25 0.946586 0.290004 -2.390512
H26 -1.212373 2.256512 -2.769347
H27 1.358752 4.767682 0.084161
H28 3.117324 0.084253 -0.841614
H29 1.362562 0.255292 0.605354
H30 -3.316490 -0.667917 2.546125
H31 -1.847329 -1.511024 0.505308
H32 0.487080 2.865011 2.223863
H33 -4.874771 0.064606 -0.476251
H34 4.419708 0.049529 -1.493985
H35 0.069862 -0.760940 2.470875

Cartesian forces (eV/Å) of the 3 atoms listed first:
O -0.4592 0.2367 -0.1098
O -0.2898 0.3544 0.5193
O -0.4139 -0.1032 -0.1050

For the LUMO energy, the calculation gives 0.000 Ha. The HOMO energy is -9.49 eV. The calculation puts the energy above the lowest of the compared OMol25 structures with the same formula, charge and spin at 320.7 kJ/mol. For the largest force on an atom, the calculation gives 3.4 eV/A. For the HOMO-LUMO gap, the calculation gives 9.5 eV. Its spin multiplicity is 1.

***

# 2
DFT (the ωB97M-V functional and the def2-TZVPD basis) results for the ion C7H11N4 with charge +1 at a distorted geometry.

CARTESIAN COORDINATES (ANGSTROEM)
N1 0.707817 1.161100 0.692297
N2 -2.586132 -1.375935 0.460503
N3 -3.454501 0.603123 -0.148992
N4 -1.374614 1.897874 -0.086500
C1 1.010123 -0.026343 0.079503
C2 -3.707843 -0.679432 0.147468
C3 -0.142874 2.144875 0.239183
C4 -1.512386 -0.560417 0.290392
C5 1.793583 -0.986014 0.796583
C6 1.024065 -0.084015 -1.396888
C7 -2.099665 0.699921 0.098044
H1 1.709582 -0.823605 1.877500
H2 -2.640229 -2.353262 0.593011
H3 0.258752 3.113335 0.147931
H4 2.900271 -1.031123 0.606646
H5 2.105956 0.182225 -1.776998
H6 1.458593 -1.988932 0.542940
H7 1.458147 1.484556 1.294263
H8 -4.687082 -1.025146 0.126388
H9 0.280983 0.515021 -1.873431
H10 0.891499 -1.032091 -1.783095
H11 -2.012769 2.668118 -0.496533

Cartesian forces (eV/Å) of the 3 atoms listed first:
N 0.7090 0.4003 -0.0789
N -0.3810 1.1011 -0.5359
N 0.2173 -1.0234 1.1582

The total charge is +1. For the LUMO energy (spin up / spin down), the calculation gives -0.178 / -0.178 Ha. The HOMO energy (spin up / spin down) is -11.93 / -11.93 eV. The calculation puts the energy above the lowest of the compared OMol25 structures with the same formula, charge and spin at 408.6 kJ/mol. For the largest force on an atom, the calculation gives 3.5 eV/A. For the HOMO-LUMO gap (spin up / spin down), the calculation gives 7.1 / 7.1 eV. Its spin multiplicity is 1.

***

> The highest largest force on an atom belongs to which entry?

C7H11N4